1.
{
  "formula": "C6H15NO",
  "method": "ωB97M-V with the def2-TZVPD basis set",
  "symbols": ["H", "C", "H", "C", "H", "H", "H", "H", "H", "C", "C", "H", "H", "H", "C", "O", "H", "N", "H", "H", "H", "H", "C"],
  "xyz": [[3.0760, -1.3522, -0.2088], [0.4836, -0.5844, 0.7681], [-3.7893, 1.0641, 1.1193], [1.5616, 0.8122, -1.0856], [2.4922, 1.0642, -0.5086], [1.3192, -0.5654, 1.5689], [1.8009, 0.8282, -2.0639], [-2.4216, -0.7662, 0.7305], [-0.5312, -0.2902, -1.8611], [1.0314, -0.5377, -0.6264], [-1.9160, 0.2512, 0.5565], [-2.6250, 0.9437, 2.4192], [0.1375, -1.5594, 1.0318], [-2.4379, 2.1466, 1.1803], [-2.7744, 1.1716, 1.3746], [0.0627, -1.0068, -1.5067], [1.7962, -2.6144, -0.5243], [-0.5513, 0.4671, 0.9840], [-2.0673, 0.5866, -0.4935], [0.8292, 1.6281, -0.9964], [-0.2347, 1.4366, 0.8386], [2.5678, -1.5230, -1.8658], [2.1903, -1.6005, -0.8308]],
  "nbo_charge": [0.200, -0.235, 0.201, -0.629, 0.215, 0.195, 0.213, 0.205, 0.471, 0.225, -0.202, 0.207, 0.214, 0.187, -0.595, -0.732, 0.217, -0.667, 0.142, 0.197, 0.369, 0.217, -0.616],
  "charge": 0,
  "energy_ev": -10001.7081,
  "de_lowest_kcal_mol": 47.25,
  "homo_ev": -8.4
}

2.
{
  "formula": "C6H15NO",
  "method": "ωB97M-V with the def2-TZVPD basis set",
  "symbols": ["H", "H", "H", "H", "C", "C", "H", "C", "H", "H", "H", "N", "H", "H", "H", "H", "C", "C", "H", "C", "O", "H", "H"],
  "xyz": [[-0.3741, -2.4384, 1.7320], [-1.6726, -2.6987, 0.5443], [-0.7032, 0.5508, -1.8355], [-0.7699, 3.0342, 1.0587], [2.0528, -0.5699, -1.2306], [-1.0462, 1.3529, -1.1878], [-0.9333, 1.7500, 2.2755], [-1.1964, 2.0537, 1.2640], [-0.0366, -3.2366, 0.1588], [0.5044, 0.9074, 0.2641], [3.1371, -0.6963, -1.2237], [-0.3069, -1.2087, 0.0002], [1.8234, 0.3814, -1.7052], [-2.1295, 1.4425, -1.2854], [-0.5886, 2.2921, -1.4952], [1.9288, 0.1206, 0.8441], [-0.6808, 1.0485, 0.2571], [-0.6117, -2.4585, 0.6605], [1.6194, -1.3578, -1.8467], [1.4993, -0.6320, 0.1770], [-1.0433, -0.2282, 0.6812], [1.8103, -1.5428, 0.6887], [-2.2823, 2.1339, 1.2040]],
  "nbo_charge": [0.178, 0.219, 0.229, 0.213, -0.640, -0.644, 0.219, -0.624, 0.205, 0.181, 0.215, -0.139, 0.207, 0.205, 0.207, 0.208, 0.096, -0.444, 0.222, -0.298, -0.417, 0.190, 0.211],
  "charge": 0,
  "energy_ev": -9998.8997,
  "de_lowest_kcal_mol": 112.02,
  "homo_ev": -8.1
}

3.
{
  "formula": "C6H15NO",
  "method": "ωB97M-V with the def2-TZVPD basis set",
  "symbols": ["H", "H", "H", "H", "N", "O", "H", "H", "H", "H", "C", "H", "H", "H", "H", "H", "H", "C", "C", "C", "H", "C", "C"],
  "xyz": [[-1.6229, 0.3332, 0.5536], [2.6864, -1.2052, -0.5806], [1.1137, -3.3313, -0.5401], [-0.1770, -2.1270, -0.2600], [1.0235, -0.2960, 2.2329], [2.0930, -2.0978, 2.0651], [0.2949, 3.0401, -0.6767], [-0.7307, 2.2766, 0.8866], [-3.0652, 0.4983, -0.6642], [-1.7648, -0.5821, -0.9615], [1.6749, -1.1053, -0.0913], [1.1324, -0.1892, -0.3895], [0.6722, -1.9786, -1.7425], [0.3623, 0.4554, 2.1747], [-1.5399, 3.4295, -0.3226], [-1.6157, 1.5720, -2.1357], [0.9163, -0.5928, 3.2257], [-1.9259, 0.2828, -0.5090], [1.6202, -1.1948, 1.4558], [0.7902, -2.2239, -0.7442], [-0.1470, 0.9703, -1.5633], [-0.7066, 2.6359, -0.2333], [-1.0843, 1.4299, -1.1800]],
  "nbo_charge": [0.190, 0.238, 0.223, 0.199, -0.834, -0.616, 0.228, 0.200, 0.200, 0.200, -0.489, 0.204, 0.204, 0.393, 0.217, 0.210, 0.397, -0.589, 0.668, -0.590, 0.185, -0.628, -0.410],
  "charge": 0,
  "energy_ev": -10001.4476,
  "de_lowest_kcal_mol": 53.26,
  "homo_ev": -9.6
}

4.
{
  "formula": "C6H15NO",
  "method": "ωB97M-V with the def2-TZVPD basis set",
  "symbols": ["C", "H", "H", "C", "O", "H", "H", "C", "C", "H", "H", "H", "H", "H", "H", "H", "N", "H", "H", "H", "C", "C", "H"],
  "xyz": [[-0.5004, -0.4035, -2.8685], [-2.5104, 1.4581, -3.1220], [-1.2892, -0.4060, -0.9504], [0.7570, 0.4045, 2.7379], [-0.3052, -0.0280, -4.0061], [-2.5047, -0.7157, -2.0723], [2.7138, 1.0656, 2.0759], [-1.6396, -0.0366, -1.9612], [1.7530, 0.8540, 1.6288], [-0.2618, 0.4768, 2.3767], [1.8964, -1.4445, 2.3639], [0.9723, -1.8181, -3.0015], [1.4035, 1.8626, 1.3586], [0.3624, -1.7193, 3.3089], [0.7480, 0.9295, 3.7014], [1.8670, -1.0005, 3.9603], [0.2629, -1.4597, -2.3873], [1.8562, 0.0799, 0.8739], [-3.0137, 1.4100, -1.3843], [-0.0905, -2.0365, -1.6463], [1.1939, -1.0606, 3.0868], [-2.1916, 1.3897, -2.0954], [-1.4797, 2.1984, -1.9780]],
  "nbo_charge": [0.673, 0.225, 0.204, -0.396, -0.604, 0.233, 0.203, -0.499, -0.614, 0.190, 0.198, 0.401, 0.210, 0.208, 0.202, 0.202, -0.842, 0.211, 0.211, 0.385, -0.615, -0.603, 0.216],
  "charge": 0,
  "energy_ev": -10002.6076,
  "de_lowest_kcal_mol": 26.51,
  "homo_ev": -9.8
}

5.
{
  "formula": "C6H15NO",
  "method": "ωB97M-V with the def2-TZVPD basis set",
  "symbols": ["C", "H", "H", "C", "H", "H", "H", "H", "H", "C", "N", "C", "C", "H", "H", "H", "H", "O", "H", "H", "H", "H", "C"],
  "xyz": [[-0.0078, -0.7071, 0.7931], [1.5300, -2.0734, -0.0637], [1.3522, -2.1495, -2.3440], [0.7310, -1.3814, -1.8699], [0.3132, 1.0108, -0.7793], [0.1537, -0.3465, 2.9451], [-2.0672, 2.7550, -0.4738], [-0.3005, -1.7464, -1.9209], [-0.6165, 3.0747, -1.5229], [-1.0034, 2.5639, -0.6390], [-0.7252, 1.1211, -0.6629], [-0.9360, 0.5388, 0.6735], [0.7798, -0.6445, 2.0970], [1.5822, 0.0963, 2.0177], [0.7620, -0.4691, -2.4752], [-0.4809, 3.0395, 0.1974], [1.2106, -1.6188, 2.3438], [-0.9505, -1.7163, 0.6948], [-1.0026, 1.2168, 1.5284], [2.0507, -0.4834, -0.4250], [-1.5184, -1.2612, -0.2782], [-2.0064, 0.2927, 0.5965], [1.1502, -1.1122, -0.4324]],
  "nbo_charge": [0.268, 0.216, 0.214, -0.617, 0.350, 0.214, 0.192, 0.204, 0.201, -0.414, -0.618, -0.266, -0.634, 0.217, 0.205, 0.164, 0.220, -0.708, 0.183, 0.194, 0.472, 0.187, -0.444],
  "charge": 0,
  "energy_ev": -10000.1130,
  "de_lowest_kcal_mol": 84.04,
  "homo_ev": -9.1
}

6.
{
  "formula": "C6H15NO",
  "method": "ωB97M-V with the def2-TZVPD basis set",
  "symbols": ["H", "N", "H", "H", "H", "H", "C", "H", "C", "H", "C", "H", "H", "H", "H", "C", "H", "H", "O", "C", "H", "C", "H"],
  "xyz": [[2.2058, 0.0510, -0.5689], [-1.8652, -0.7338, 0.4659], [1.8471, -2.0041, 0.1457], [-1.2685, 0.3337, 2.9971], [-1.6862, -1.2696, -0.3696], [0.3506, 1.0142, -2.7881], [-0.8148, 0.0170, 0.9356], [1.6077, 1.6989, -0.8073], [0.9047, 0.2239, -2.2879], [-2.7512, -0.2528, 0.4279], [0.5113, -0.4293, 0.7485], [1.2137, -0.0164, 1.4641], [-0.3527, 1.6515, 2.2247], [-2.0729, 1.4751, 1.8981], [-1.0296, 2.3117, -0.8883], [0.7815, -1.8511, 0.3285], [0.4671, -2.5701, 1.0916], [0.2659, -2.1186, -0.5985], [-0.5398, 1.6057, -0.4345], [-1.1496, 0.9271, 2.0846], [0.2383, -0.6379, -2.2219], [1.3809, 0.6525, -0.9360], [1.7559, -0.0789, -2.9112]],
  "nbo_charge": [0.155, -0.787, 0.219, 0.214, 0.385, 0.225, 0.483, 0.214, -0.659, 0.388, -0.323, 0.219, 0.242, 0.218, 0.436, -0.633, 0.215, 0.195, -1.075, -0.646, 0.206, -0.100, 0.210],
  "charge": 0,
  "energy_ev": -9998.7088,
  "de_lowest_kcal_mol": 116.42,
  "homo_ev": -7.9
}

7.
{
  "formula": "C6H15NO",
  "method": "ωB97M-V with the def2-TZVPD basis set",
  "symbols": ["H", "C", "H", "H", "H", "O", "H", "N", "H", "H", "H", "C", "H", "C", "H", "H", "H", "C", "C", "C", "H", "H", "H"],
  "xyz": [[-1.6169, -0.7140, -1.1481], [-0.8306, -0.7799, 1.5667], [-1.4086, -1.6443, 1.7521], [0.5687, -1.6421, 2.9661], [1.4681, 1.8751, -1.3256], [2.1336, 1.6956, -0.6441], [-0.9638, 0.7115, -0.8654], [-1.7630, 0.3357, 1.7982], [-0.4806, -1.3109, -2.7563], [0.4908, 1.5170, -2.4235], [-2.6766, 0.2455, 1.2120], [-0.5906, -0.2791, -0.9965], [1.3334, 0.3848, -3.7162], [-0.0640, -0.8572, 0.2825], [-1.4352, 1.2134, 1.3546], [2.9228, 1.9681, -0.9000], [0.8351, -0.2767, 0.4621], [0.0305, -0.4407, -2.3186], [0.0302, -0.7792, 2.8897], [0.7228, 0.4959, -2.8722], [-0.5968, -0.6166, 3.7775], [0.3395, -1.8872, 0.1812], [0.7021, 0.1033, 2.6863]],
  "nbo_charge": [0.186, -0.044, 0.177, 0.194, 0.466, -0.936, 0.199, -0.834, 0.213, 0.153, 0.349, -0.441, 0.209, -0.428, 0.346, 0.459, 0.220, -0.159, -0.586, -0.375, 0.223, 0.212, 0.195],
  "charge": 0,
  "energy_ev": -9999.8751,
  "de_lowest_kcal_mol": 89.52,
  "homo_ev": -9.3
}

8.
{
  "formula": "C6H15NO",
  "method": "ωB97M-V with the def2-TZVPD basis set",
  "symbols": ["H", "H", "H", "H", "C", "H", "N", "C", "H", "H", "C", "C", "H", "C", "H", "C", "O", "H", "H", "H", "H", "H", "H"],
  "xyz": [[-1.0182, -0.9107, -3.1031], [1.3403, -1.6220, 1.3581], [-1.0246, -1.2101, -0.7388], [-1.4912, 0.6417, -2.3869], [0.3462, -1.2926, 1.6745], [1.5677, -1.1529, -0.6979], [0.1038, 0.4665, -0.1814], [-0.6696, -0.0742, -2.4862], [0.1485, 0.3902, -3.0474], [1.1909, 2.2478, 0.1353], [-1.2891, 0.6012, 1.7938], [-0.2068, -0.5922, -1.1260], [2.1280, 0.9475, -0.6189], [1.1383, 1.4118, -0.5722], [-1.4685, 1.6617, 1.5819], [0.0765, 0.1579, 1.2557], [0.9079, -1.4344, -1.3477], [-0.3993, -1.9883, 1.2765], [-1.3373, 0.4733, 2.8808], [-2.1061, 0.0221, 1.3495], [0.3147, -1.3816, 2.7667], [0.9207, 1.8695, -1.5421], [0.8273, 0.7679, 1.7759]],
  "nbo_charge": [0.218, 0.202, 0.161, 0.214, -0.626, 0.468, -0.490, -0.629, 0.210, 0.204, -0.603, 0.253, 0.160, -0.408, 0.212, -0.037, -0.737, 0.211, 0.198, 0.203, 0.217, 0.207, 0.191],
  "charge": 0,
  "energy_ev": -10002.4324,
  "de_lowest_kcal_mol": 30.55,
  "homo_ev": -8.5
}

9.
{
  "formula": "C6H15NO",
  "method": "ωB97M-V with the def2-TZVPD basis set",
  "symbols": ["H", "N", "H", "H", "C", "H", "H", "H", "C", "H", "H", "H", "C", "C", "O", "H", "H", "H", "C", "H", "H", "H", "C"],
  "xyz": [[0.6492, 0.2964, 0.7915], [0.3727, 0.3037, -0.2108], [0.7953, 3.0981, -1.3539], [1.1632, -1.3328, -1.1197], [-0.5790, -1.7876, 0.2373], [-0.1137, 2.6652, -2.4897], [-1.2101, -1.3793, 1.1072], [1.4827, -2.5805, 0.5424], [0.4178, 2.2099, -1.7060], [-1.8124, 2.6783, 0.6865], [-1.2344, 1.1952, 1.3780], [1.3010, 1.6945, -2.0089], [0.1176, -0.9819, -0.8063], [-0.4633, 1.3748, -0.6523], [0.8352, -1.8900, 2.2478], [-1.3688, 0.9734, -1.2110], [-1.2660, -2.6076, -0.2925], [1.8318, -1.6211, 2.3600], [-0.9664, 2.0269, 0.6867], [-0.4377, -0.8459, -1.7886], [0.0907, -3.5379, 1.5003], [-0.0783, 2.5870, 0.9975], [0.4730, -2.5390, 1.1043]],
  "nbo_charge": [0.379, -0.682, 0.203, 0.193, -0.461, 0.201, 0.237, 0.155, -0.631, 0.211, 0.211, 0.219, -0.229, -0.023, -0.756, 0.170, 0.206, 0.485, -0.620, 0.206, 0.169, 0.204, -0.046],
  "charge": 0,
  "energy_ev": -10000.0036,
  "de_lowest_kcal_mol": 86.56,
  "homo_ev": -7.9
}

10.
{
  "formula": "C6H15NO",
  "method": "ωB97M-V with the def2-TZVPD basis set",
  "symbols": ["H", "C", "C", "C", "H", "H", "C", "H", "O", "H", "C", "H", "H", "H", "H", "N", "H", "H", "H", "H", "H", "H", "C"],
  "xyz": [[-0.2194, 2.0597, -0.4190], [0.9385, -2.2427, -0.8219], [0.6082, -0.7814, -0.9398], [-0.8212, -0.5980, -0.3717], [0.6958, -0.3025, -1.9163], [0.1424, 2.7819, -2.2209], [0.7107, 1.9456, 1.6161], [-0.5201, -0.3555, 1.6457], [-0.4384, -1.8940, 1.5714], [-1.3397, 2.8583, -1.5306], [-0.9653, 0.3242, 0.8165], [1.2420, -0.2624, -0.2138], [-1.4720, -0.2159, -1.1719], [2.0239, -2.3943, -0.8468], [-0.1291, -2.5235, 2.2415], [-0.4946, 2.3007, -1.5994], [-1.2707, -1.5662, -0.1504], [0.6266, -2.3829, 0.2446], [1.1726, 2.9125, 1.4890], [0.5439, -2.8978, -1.5922], [-2.0100, 0.4374, 1.0887], [1.1451, 1.2432, 2.3074], [-0.1692, 1.5538, 0.7739]],
  "nbo_charge": [0.282, -0.654, -0.402, -0.408, 0.211, 0.370, -0.421, 0.419, -1.001, 0.353, -0.447, 0.187, 0.225, 0.189, 0.456, -0.928, 0.273, 0.277, 0.225, 0.199, 0.250, 0.249, 0.096],
  "charge": 0,
  "energy_ev": -9994.8038,
  "de_lowest_kcal_mol": 206.47,
  "homo_ev": -8.4
}

11.
{
  "formula": "C6H15NO",
  "method": "ωB97M-V with the def2-TZVPD basis set",
  "symbols": ["H", "H", "C", "C", "H", "H", "C", "H", "C", "H", "H", "H", "H", "H", "O", "H", "C", "N", "H", "H", "H", "H", "C"],
  "xyz": [[-2.7622, -0.8087, -0.3374], [0.7502, -1.3444, -0.5035], [-2.4144, -1.8157, -0.1420], [-1.1921, -2.2414, -0.4604], [-0.8994, -3.2200, -0.2181], [1.4378, 1.4742, 1.9028], [0.9086, 1.1970, 0.9716], [-0.4622, -0.4597, -1.4647], [2.9611, 0.2632, 0.2618], [-0.9748, 2.0468, 1.4310], [0.1314, 3.1643, 0.7206], [-3.4783, 1.1840, -1.0027], [2.7908, -0.7474, 0.6436], [3.5264, 0.7576, 1.0649], [-2.5270, 0.9439, -0.9628], [-0.6406, 1.9872, -0.3450], [-0.1240, -1.4479, -1.1782], [1.8501, 1.0445, 0.0015], [3.6294, 0.2033, -0.6034], [-3.0578, -2.5319, 0.3832], [0.2477, -1.9710, -2.0669], [0.5186, 0.1851, 1.2516], [-0.2193, 2.1368, 0.6523]],
  "lowdin_spin": [0.013, 0.000, 0.046, 0.001, 0.002, 0.015, -0.003, 0.000, 0.000, 0.000, -0.001, 0.013, -0.012, 0.011, 0.918, 0.004, 0.001, 0.005, 0.002, 0.004, 0.000, -0.017, 0.002],
  "charge": 1,
  "energy_ev": -9988.6645,
  "spin_multiplicity": 2,
  "s_squared": 0.84,
  "de_lowest_kcal_mol": 151.62,
  "homo_ev": [-12.8, -12.7]
}

12.
{
  "formula": "C6H15NO2",
  "method": "ωB97M-V with the def2-TZVPD basis set",
  "symbols": ["C", "H", "H", "C", "H", "C", "H", "H", "H", "H", "H", "H", "H", "H", "O", "N", "C", "C", "H", "H", "C", "O", "H", "H"],
  "xyz": [[2.5230, -0.5178, 0.2563], [0.7909, -1.0051, -2.0663], [-0.2186, 2.4685, 0.5057], [-0.1183, -1.5782, 1.3729], [-2.5461, 1.5145, -1.5161], [-0.0945, -1.1644, -0.0721], [0.3767, 0.5285, -0.1742], [0.5848, -2.4009, 1.5245], [-2.0283, 0.0104, 0.3779], [-1.7088, 0.0703, -2.0858], [-1.1179, -1.9423, 1.6035], [-0.8284, 1.5939, -1.9408], [2.3947, -0.3788, 1.3281], [-1.9328, 2.4259, 0.9178], [1.4336, -0.2978, -1.8150], [1.2556, -0.2324, -0.4157], [-1.0216, 1.8179, 0.8675], [-1.2148, 0.6021, -0.0495], [0.1289, -0.7561, 2.0415], [3.2790, 0.1754, -0.1103], [-1.5958, 0.9694, -1.4758], [-0.4049, -1.8810, -1.0091], [2.8339, -1.5429, 0.0448], [-0.7702, 1.5211, 1.8900]],
  "nbo_charge": [-0.422, 0.494, 0.195, -0.711, 0.201, 0.642, 0.485, 0.229, 0.209, 0.224, 0.247, 0.198, 0.212, 0.213, -0.570, -0.267, -0.624, -0.486, 0.218, 0.222, -0.630, -0.695, 0.215, 0.202],
  "charge": 0,
  "energy_ev": -12045.9706,
  "de_lowest_kcal_mol": 125.46,
  "homo_ev": -7.9
}